# 1
The following is a quantum chemistry calculation of 2 unconnected molecules or ions with the total composition C8H11ClSi, from the OMol25 dataset.

- energy above the lowest of the compared OMol25 structures with the same formula, charge and spin (kcal per mole) = 83.00
- frontier orbital gap (spin up / spin down) (eV) = 8.28 / 7.43
- electronic energy (eV) = -28871.2317
- HOMO energy (spin up / spin down) (eV) = -8.66 / -7.56

Atoms and positions in Å:
C (3.022, -0.178, 1.114)
C (2.179, -0.213, 2.149)
C (2.650, 0.148, -0.196)
C (0.744, -0.056, 1.892)
C (1.301, 0.305, -0.445)
C (0.436, 0.201, 0.571)
C (0.801, 0.568, -1.898)
C (-3.341, -1.009, -0.849)
Si (-2.901, 0.594, 0.119)
Cl (-3.499, 0.655, 2.103)
H (4.074, -0.358, 1.195)
H (2.578, -0.290, 3.124)
H (3.445, 0.095, -0.925)
H (0.125, -0.058, 2.738)
H (-0.342, 1.044, -1.763)
H (1.430, 1.222, -2.444)
H (0.742, -0.444, -2.414)
H (-3.072, -0.805, -1.964)
H (-2.770, -1.963, -0.650)
H (-4.311, -1.298, -0.859)
H (-3.289, 1.841, -0.598)

=====

# 2
The following is a quantum chemistry calculation of 8 unconnected molecules or ions with the total composition C22H41BCl14F4O6S, from the OMol25 dataset.

- SMILES = CCOCCCCC[C@@H]1C[C@H](B(O)OCC)[C@H](C(F)(F)C(F)F)OS1(=O)=O.ClCCl.ClCCl.ClCCl.ClCCl.ClCCl.ClCCl.ClCCl
- frontier orbital gap (eV) = 10.18
- electronic energy (eV) = -233457.5887
- HOMO energy (eV) = -10.15

Atoms and positions in Å:
C (2.314, -2.056, 2.599)
C (1.994, -1.737, 1.056)
O (1.806, -2.905, 0.256)
C (0.481, -3.451, 0.393)
C (-0.606, -2.801, -0.566)
C (-0.146, -2.623, -2.083)
C (-0.106, -1.098, -2.579)
C (1.300, -0.484, -2.180)
C (1.304, 0.785, -1.249)
C (0.004, 1.076, -0.406)
C (0.346, 2.124, 0.781)
B (-1.060, 2.753, 1.279)
O (-1.174, 3.174, 2.666)
O (-2.232, 2.894, 0.477)
C (-3.022, 1.692, 0.746)
C (-3.711, 1.112, -0.557)
C (1.439, 3.178, 0.300)
C (1.605, 4.434, 1.270)
F (1.622, 4.060, 2.616)
F (0.732, 5.471, 0.985)
C (3.083, 5.011, 0.975)
F (3.100, 6.303, 1.491)
F (3.973, 4.196, 1.710)
O (1.247, 3.601, -1.083)
S (1.726, 2.379, -2.130)
O (3.235, 2.425, -2.130)
O (1.122, 2.478, -3.481)
H (3.344, -1.665, 2.888)
H (2.334, -3.169, 2.775)
H (1.572, -1.556, 3.290)
H (2.907, -1.174, 0.671)
H (1.137, -0.994, 1.011)
H (0.177, -3.363, 1.482)
H (0.572, -4.562, 0.164)
H (-0.995, -1.866, -0.069)
H (-1.484, -3.531, -0.577)
H (0.868, -3.088, -2.303)
H (-0.888, -3.169, -2.741)
H (-0.125, -1.167, -3.718)
H (-1.018, -0.506, -2.293)
H (1.930, -1.294, -1.711)
H (1.842, -0.200, -3.143)
H (2.155, 0.656, -0.501)
H (-0.559, 0.173, -0.048)
H (-0.713, 1.646, -1.090)
H (0.801, 1.485, 1.610)
H (-1.519, 2.398, 3.145)
H (-3.754, 1.839, 1.599)
H (-2.258, 0.903, 1.076)
H (-3.808, -0.019, -0.531)
H (-3.118, 1.348, -1.495)
H (-4.755, 1.530, -0.624)
H (2.457, 2.662, 0.334)
H (3.330, 4.967, -0.125)
Cl (-5.595, -0.950, 1.608)
C (-5.696, -2.434, 0.651)
Cl (-4.089, -2.989, 0.168)
H (-6.171, -3.207, 1.246)
H (-6.286, -2.239, -0.242)
Cl (6.918, 6.881, 4.050)
C (6.227, 5.275, 3.781)
Cl (7.424, 4.006, 4.072)
H (5.389, 5.130, 4.462)
H (5.883, 5.207, 2.752)
Cl (5.823, 5.680, -2.811)
C (5.647, 4.202, -3.766)
Cl (7.217, 3.602, -4.314)
H (5.172, 3.440, -3.152)
H (5.028, 4.415, -4.634)
Cl (2.719, 1.593, 5.697)
C (2.954, 3.343, 5.605)
Cl (4.623, 3.787, 5.986)
H (2.722, 3.678, 4.597)
H (2.290, 3.826, 6.317)
Cl (-1.274, -5.650, -2.068)
C (-1.703, -6.525, -3.543)
Cl (-1.585, -5.481, -4.964)
H (-1.023, -7.365, -3.665)
H (-2.724, -6.887, -3.454)
Cl (-5.237, -2.046, -3.007)
C (-5.875, -3.672, -3.285)
Cl (-4.667, -4.913, -2.924)
H (-6.740, -3.826, -2.646)
H (-6.167, -3.760, -4.328)
Cl (-4.882, -6.705, 1.009)
C (-6.502, -6.590, 0.315)
Cl (-6.794, -4.985, -0.367)
H (-6.602, -7.332, -0.474)
H (-7.235, -6.780, 1.096)

=====

# 3
The following is a quantum chemistry calculation of a molecular structure, C5H14N2OP, from the OMol25 dataset.

- charge = +1
- energy above the lowest of the compared OMol25 structures with the same formula, charge and spin (kcal per mole) = 6.34
- frontier orbital gap (eV) = 11.19
- electronic energy (eV) = -19722.0689
- HOMO energy (eV) = -13.74

Atoms and positions in Å:
C (-2.426, -0.265, -0.113)
C (0.050, 0.886, 1.741)
C (0.768, 1.742, -1.191)
C (2.135, -1.273, -0.123)
C (0.692, -1.233, -0.439)
N (-3.761, -0.169, -0.480)
N (-1.856, -0.989, 0.755)
O (-1.525, 0.697, -0.630)
P (-0.057, 0.404, -0.057)
H (-0.726, 1.677, 1.984)
H (1.077, 1.102, 2.157)
H (-0.178, -0.054, 2.264)
H (0.739, 1.405, -2.209)
H (1.851, 1.854, -1.144)
H (0.168, 2.606, -1.099)
H (2.402, -2.324, -0.308)
H (2.262, -0.831, 0.846)
H (2.577, -0.677, -0.945)
H (0.699, -1.314, -1.619)
H (0.151, -2.087, -0.050)
H (-4.503, -0.882, -0.267)
H (-4.007, 0.700, -1.120)
H (-2.348, -1.885, 0.963)